(1)
DFT (ωB97M-V/def2-TZVPD) results for an isolated molecule of C4H4O2.

Orbital gap in eV: 11.53
SMILES: C#CCOC=O
E_HOMO in eV: -10.6
Relative energy (zero: lowest compared OMol25 entry of this formula, charge and spin) in kJ/mol: 179.2
Charge: 0
Electronic energy in eV: -8305.2195

```
10
Properties=species:S:1:pos:R:3:nbo_charge:R:1
C 2.02 -0.89 0.06 -0.198
C 1.24 -0.01 -0.18 -0.061
C 0.15 0.95 -0.41 -0.145
O -1.03 0.21 -0.70 -0.526
C -1.66 -0.41 0.33 0.660
O -2.00 0.10 1.36 -0.542
H 2.73 -1.67 0.26 0.240
H 0.34 1.56 -1.29 0.226
H 0.04 1.61 0.46 0.226
H -1.83 -1.46 0.11 0.120
```

=====

(2)
DFT (ωB97M-V/def2-TZVPD) results for an isolated molecule of C4H4O2 at a distorted geometry.

Orbital gap in eV: 9.41
SMILES: Oc1ccoc1
E_HOMO in eV: -8.5
Relative energy (zero: lowest compared OMol25 entry of this formula, charge and spin) in kJ/mol: 282.1
Charge: 0
Electronic energy in eV: -8304.1535

```
10
Properties=species:S:1:pos:R:3:nbo_charge:R:1
O -2.02 0.03 0.04 -0.633
C -0.68 -0.07 -0.03 0.166
C -0.07 1.18 -0.08 -0.303
C 1.30 0.74 0.13 0.114
O 1.48 -0.64 -0.09 -0.410
C 0.21 -1.08 -0.03 -0.026
H -2.04 -0.89 -0.22 0.478
H -0.51 2.02 0.09 0.217
H 2.25 1.30 0.07 0.196
H 0.01 -2.19 0.55 0.200
```

=====

(3)
DFT (ωB97M-V/def2-TZVPD) results for a structure of composition C4H4O2 at a distorted geometry.

Orbital gap in eV: 9.47
E_HOMO in eV: -9.7
Relative energy (zero: lowest compared OMol25 entry of this formula, charge and spin) in kJ/mol: 258.3
Charge: 0
Electronic energy in eV: -8304.4006

```
10
Properties=species:S:1:pos:R:3:nbo_charge:R:1
O -1.45 -0.82 1.28 -0.697
C -1.17 0.33 0.50 -0.127
C 0.24 0.20 0.03 -0.086
C 0.81 0.27 -1.21 -0.435
C 2.06 0.06 -0.78 0.760
O 3.13 -0.11 -0.37 -0.433
H -1.53 -1.57 0.68 0.470
H -1.17 1.18 1.19 0.200
H -1.90 0.51 -0.30 0.185
H 0.86 -0.02 0.92 0.165
```

=====

(4)
DFT (ωB97M-V/def2-TZVPD) results for a cluster of 2 separate species, C4H4O2 in total at a distorted geometry.

Orbital gap in eV: 9.66
SMILES: C=C=O.C=C=O
E_HOMO in eV: -9.4
Relative energy (zero: lowest compared OMol25 entry of this formula, charge and spin) in kJ/mol: 203.8
Charge: 0
Electronic energy in eV: -8304.9651

```
10
Properties=species:S:1:pos:R:3:nbo_charge:R:1
C 1.20 1.82 0.00 -0.785
C 0.10 1.62 0.63 0.699
O -0.81 1.19 1.26 -0.468
H 1.71 2.76 0.27 0.263
H 1.66 1.37 -0.93 0.289
C -1.11 0.25 -3.66 -0.790
C 0.01 -0.32 -3.24 0.715
O 1.14 -0.51 -2.96 -0.456
H -2.01 -0.35 -3.72 0.255
H -1.20 1.33 -3.92 0.277
```

=====

(5)
DFT (ωB97M-V/def2-TZVPD) results for an isolated molecule of C4H4O2S at a distorted geometry.

Orbital gap in eV: 8.58
SMILES: O=C/C=C\OC=S
E_HOMO in eV: -9.6
Relative energy (zero: lowest compared OMol25 entry of this formula, charge and spin) in kJ/mol: 352.8
Charge: 0
Electronic energy in eV: -19139.3346

```
11
Properties=species:S:1:pos:R:3:nbo_charge:R:1
O -3.05 0.27 -0.84 -0.522
C -1.90 0.27 -0.22 0.358
C -1.14 -0.79 0.24 -0.382
C 0.12 -0.66 0.43 0.226
O 0.87 0.59 0.58 -0.522
C 2.05 0.92 -0.02 0.063
S 3.00 -0.33 -0.63 -0.072
H -1.38 1.18 -0.16 0.131
H -1.61 -1.82 0.02 0.256
H 0.68 -1.67 0.50 0.229
H 2.36 2.04 0.10 0.235
```

=====

(6)
DFT (ωB97M-V/def2-TZVPD) results for an isolated molecule of C4H4O2S2 at a distorted geometry.

Orbital gap in eV: 7.59
SMILES: O=CC(=S)[C@@H](S)C=O
E_HOMO in eV: -9.8
Relative energy (zero: lowest compared OMol25 entry of this formula, charge and spin) in kJ/mol: 183.2
Charge: 0
Electronic energy in eV: -29975.8298

```
12
Properties=species:S:1:pos:R:3:nbo_charge:R:1
O 0.69 -1.52 1.20 -0.469
C -0.37 -1.00 1.43 0.342
C -0.91 0.05 0.55 -0.144
S -2.54 0.49 0.62 0.132
C -0.07 0.74 -0.38 -0.515
S 1.45 1.47 0.47 -0.010
C 0.25 -0.27 -1.47 0.445
O 0.61 0.01 -2.58 -0.477
H -0.92 -1.16 2.32 0.147
H -0.59 1.60 -0.65 0.266
H 2.34 0.93 -0.40 0.148
H 0.05 -1.34 -1.10 0.133
```

=====

(7)
DFT (ωB97M-V/def2-TZVPD) results for an isolated molecule of C4H4O3 at a distorted geometry.

Orbital gap (spin up / spin down) in eV: 8.56 / 8.56
E_HOMO (spin up / spin down) in eV: -9.6 / -9.6
Relative energy (zero: lowest compared OMol25 entry of this formula, charge and spin) in kJ/mol: 605.3
Charge: 0
Electronic energy in eV: -10348.9384

```
11
Properties=species:S:1:pos:R:3:nbo_charge:R:1
C 0.88 -0.49 0.56 -0.317
C 0.93 -0.88 -0.86 0.254
C -1.27 0.79 0.40 0.376
C -0.04 0.29 1.15 -0.174
O -2.36 0.32 0.61 -0.516
O 0.38 -0.35 -1.86 -0.053
O -0.24 0.80 -1.94 -0.415
H 1.73 -0.77 1.15 0.233
H 1.18 -1.88 -1.19 0.199
H -1.14 1.71 -0.27 0.172
H -0.05 0.46 2.25 0.241
```

=====

(8)
DFT (ωB97M-V/def2-TZVPD) results for an isolated molecule of C4H4O3.

Orbital gap in eV: 8.80
SMILES: CC(=O)C(=O)C=O
E_HOMO in eV: -9.8
Relative energy (zero: lowest compared OMol25 entry of this formula, charge and spin) in kJ/mol: 121.8
Charge: 0
Electronic energy in eV: -10353.9500

```
11
Properties=species:S:1:pos:R:3:nbo_charge:R:1
C 1.21 0.81 -0.99 -0.725
C -0.02 0.00 -0.74 0.504
O -0.58 -0.70 -1.55 -0.478
C -0.66 0.12 0.66 0.389
O -0.79 1.18 1.22 -0.461
C -1.15 -1.17 1.32 0.344
O -0.66 -2.24 1.07 -0.449
H 1.14 1.78 -0.49 0.248
H 1.36 0.94 -2.06 0.245
H 2.07 0.28 -0.57 0.248
H -1.92 -1.01 2.10 0.135
```